Record 1
12
Properties=species:S:1:pos:R:3:forces:R:3:nbo_charge:R:1 method="wB97M-V/def2-TZVPD" de_lowest_kcal_mol=18.84 spin_multiplicity=1 smiles=O.O.O.O homo_energy_ev=-10.85
O -0.209 0.633 0.872 0.304 0.113 0.273 -0.954
H -0.302 0.422 -0.063 -0.085 -0.084 0.186 0.484
H 0.650 1.069 0.937 -0.128 0.045 -0.103 0.468
O 0.753 1.065 -2.113 -0.020 -0.139 -0.224 -0.957
H 0.318 1.752 -2.636 0.034 -0.092 0.122 0.489
H 1.209 0.513 -2.763 0.015 0.184 0.086 0.483
O 0.093 -0.904 3.636 0.101 0.131 -0.066 -0.954
H -0.623 -0.393 4.027 0.031 -0.045 -0.062 0.466
H 0.208 -0.519 2.756 -0.230 -0.095 0.017 0.485
O -1.089 -1.185 -1.512 0.260 0.134 -0.075 -0.949
H -0.552 -1.984 -1.454 -0.100 0.075 0.078 0.470
H -0.457 -0.469 -1.688 -0.180 -0.227 -0.232 0.469

---

Record 2
25
Properties=species:S:1:pos:R:3:forces:R:3:nbo_charge:R:1 method="wB97M-V/def2-TZVPD" spin_multiplicity=3 homo_energy_ev="-7.27 / -8.77"
C 0.840 -2.245 1.059 -1.149 -0.411 0.965 -0.259
C -0.319 -2.713 0.363 0.377 0.316 0.628 -0.244
C -1.468 -2.033 0.882 0.315 -0.056 0.743 -0.313
C -1.025 -1.145 1.923 -0.126 -0.750 0.657 -0.327
C 0.406 -1.269 2.032 0.035 -0.997 0.563 -0.313
Mo -0.110 -0.348 0.083 3.932 -2.248 -3.667 1.157
N 1.703 0.030 -0.713 -0.894 0.442 1.757 -0.718
C 1.424 0.022 -2.111 -0.583 -0.075 -0.988 -0.243
C 0.129 -0.829 -2.089 -0.455 0.269 0.784 -0.644
H -2.502 -2.237 0.614 0.345 0.242 -0.096 0.261
H -0.338 -3.511 -0.375 0.041 0.461 0.040 0.255
H -1.669 -0.515 2.543 0.328 -0.256 -0.279 0.268
H 1.041 -0.780 2.774 -0.278 -0.126 -0.380 0.263
H 1.847 -2.626 0.942 -0.154 0.303 -0.173 0.257
H 0.303 -1.911 -2.243 -0.283 0.792 -0.155 0.207
H 2.259 -0.386 -2.703 -0.275 -0.125 -0.032 0.178
H 2.609 0.347 -0.364 -0.473 -0.415 -0.102 0.386
H -0.802 -0.415 -2.511 0.678 -0.331 -0.517 0.218
H 1.213 1.035 -2.515 0.127 -0.304 0.231 0.186
B -0.982 4.101 0.420 0.067 1.274 0.166 -0.627
C -0.813 2.603 0.330 0.041 -1.938 -0.190 0.580
N -0.682 1.429 0.267 -1.521 4.527 0.015 -0.677
H -0.309 4.448 1.392 -0.246 -0.105 -0.273 0.047
H -2.175 4.312 0.613 0.313 -0.136 -0.038 0.057
H -0.582 4.639 -0.613 -0.161 -0.354 0.342 0.044

---

Record 3
119
Properties=species:S:1:pos:R:3:forces:R:3:mulliken_charge:R:1 method="wB97M-V/def2-TZVPD" spin_multiplicity=1 homo_energy_ev=-7.57
Cs 6.953 -1.339 -0.704 -0.229 -0.012 -0.038 1.034
P 3.105 -1.767 -0.472 -0.726 0.445 0.449 1.719
F 4.343 -2.672 -1.102 -0.871 0.067 0.148 -0.642
F 4.274 -0.810 0.168 -0.083 -0.082 0.864 -0.434
F 3.233 -0.735 -1.750 -0.893 -1.044 0.250 -0.497
F 1.923 -0.897 0.252 0.769 0.171 -1.188 -0.421
F 1.967 -2.697 -1.224 1.373 0.951 1.194 -0.462
F 3.060 -2.672 0.853 0.591 -0.629 -0.322 -0.344
C 4.805 -2.562 3.879 -1.750 1.131 -0.163 -0.759
C 3.445 -2.654 4.671 1.036 -0.117 -2.003 0.084
O 3.706 -2.853 6.002 0.121 -0.879 1.847 -0.573
H 4.540 -2.019 2.972 0.135 0.141 -0.237 -0.008
H 5.220 -3.504 3.520 -0.073 -0.164 0.630 0.306
H 5.524 -1.938 4.411 0.080 -0.283 0.149 0.374
H 2.884 -3.482 4.238 -0.111 -0.274 -0.097 0.036
H 2.766 -1.802 4.647 0.402 0.557 -1.033 0.242
H 2.826 -3.040 6.338 0.138 -0.085 0.835 0.341
O 2.243 -2.532 -3.753 0.194 0.460 -0.867 -0.747
H 1.810 -3.286 -3.353 -0.001 -0.499 0.053 0.426
H 2.476 -1.970 -3.014 -0.101 0.012 -0.317 0.229
O 1.710 -5.320 0.623 -0.365 -0.219 -0.178 -0.705
H 2.560 -5.758 0.674 0.217 -0.137 -0.005 0.284
H 1.920 -4.386 0.647 0.117 0.402 0.153 0.267
O 3.547 1.590 -3.122 0.225 0.445 -0.114 -0.657
H 3.340 0.861 -2.537 -0.144 -0.146 0.126 0.450
H 4.000 1.184 -3.861 -0.006 -0.090 -0.270 0.317
O 1.757 -5.156 -2.566 0.086 0.040 -0.418 -0.696
H 1.005 -5.729 -2.719 -0.182 -0.185 -0.051 0.303
H 1.628 -4.824 -1.678 -0.006 -0.038 0.534 0.327
C -2.475 0.911 -1.894 0.257 0.424 0.287 -0.479
C -1.322 0.591 -2.878 1.192 -0.220 0.478 1.931
C -0.365 -0.427 -2.123 -1.597 -1.850 -0.882 -0.520
C -1.149 -1.830 -2.002 0.729 0.523 -1.309 0.887
C -1.652 -2.275 -3.412 0.120 -0.221 1.172 -1.991
C -2.480 -1.257 -4.207 -1.528 -1.993 0.737 1.647
N -1.772 -0.013 -4.174 1.995 -1.808 1.355 0.589
O -2.296 0.819 -5.101 -0.771 2.222 -0.831 -0.553
C -2.630 -1.837 -5.637 0.597 1.334 -0.609 -2.051
C -3.941 -1.166 -3.569 1.124 0.534 0.561 -1.768
C -0.392 1.820 -3.214 -1.466 0.047 0.380 -1.917
H -2.092 1.542 -1.092 0.014 0.636 -0.212 -0.629
H -2.832 0.073 -1.297 0.185 -0.371 -0.500 -0.261
H -3.362 1.338 -2.363 0.228 0.351 -0.048 0.499
H 0.526 -0.586 -2.730 -0.181 -0.298 -0.507 0.703
H 0.104 -0.096 -1.197 -0.831 0.474 0.331 -0.297
H -2.023 -1.940 -1.361 0.067 1.012 0.378 -0.225
H -0.522 -2.651 -1.654 0.449 0.224 0.038 -0.025
H -2.289 -3.126 -3.169 -0.197 -0.250 -0.414 0.549
H -0.812 -2.665 -3.988 0.075 0.305 -0.221 0.317
H -3.156 -2.783 -5.765 0.073 -0.016 0.661 0.360
H -3.121 -1.118 -6.292 -0.384 0.043 0.167 0.463
H -1.645 -1.915 -6.097 0.264 -0.328 0.130 0.441
H -4.648 -1.956 -3.821 0.198 0.059 -0.413 0.428
H -3.814 -1.193 -2.487 -0.142 -0.246 0.038 0.326
H -4.347 -0.168 -3.736 -0.284 -0.174 -0.479 0.273
H -1.012 2.645 -3.564 0.015 0.083 -0.272 0.509
H 0.394 1.626 -3.944 -0.174 -0.373 -0.011 0.393
H 0.088 2.207 -2.314 0.011 -0.246 0.101 0.210
H -1.573 0.929 -5.723 -0.065 0.243 -0.263 0.356
C -2.248 -0.007 1.487 0.172 0.256 0.322 -1.291
C -1.927 -0.303 2.973 0.235 -0.881 0.152 1.660
C -3.325 -0.676 3.642 0.678 -1.830 -0.784 -1.226
C -3.797 -2.189 3.325 1.431 1.192 -0.116 -0.617
C -2.666 -3.172 3.595 0.395 0.055 -0.798 -1.350
C -1.295 -2.849 2.865 -0.333 -0.379 0.179 1.441
N -0.949 -1.443 3.108 -0.516 0.201 1.385 0.308
O 0.390 -1.087 2.758 -0.981 -0.118 0.274 -0.318
C -0.208 -3.789 3.411 0.335 -0.060 0.230 -1.373
C -1.264 -3.230 1.341 -0.775 0.487 0.370 -1.374
C -1.341 0.920 3.783 -1.128 -0.210 -1.431 -1.847
H -1.376 0.093 0.841 0.222 0.159 0.153 -0.249
H -2.856 0.895 1.412 0.072 0.158 -0.064 0.689
H -2.846 -0.807 1.051 -0.039 -0.084 0.173 0.391
H -3.197 -0.472 4.705 -0.379 -0.330 0.119 0.493
H -4.107 -0.045 3.219 0.208 0.375 0.183 0.339
H -4.025 -2.302 2.265 -0.354 0.435 -0.099 0.242
H -4.670 -2.496 3.900 -0.074 0.317 0.003 0.454
H -2.926 -4.156 3.205 -0.240 -0.158 0.025 0.431
H -2.642 -3.283 4.679 0.981 0.063 0.083 0.337
H -0.117 -3.885 4.493 -0.095 0.607 0.146 0.417
H -0.355 -4.816 3.077 -0.252 0.062 -0.264 0.424
H 0.738 -3.463 2.979 0.141 -0.102 0.277 -0.076
H -0.268 -2.996 0.965 0.074 -0.073 -0.155 0.050
H -1.440 -4.295 1.188 0.084 -0.005 0.086 0.607
H -1.978 -2.690 0.719 -0.025 0.059 0.141 0.187
H -0.495 1.398 3.289 0.117 -0.290 0.081 0.186
H -1.132 0.737 4.837 0.069 -0.439 -0.214 0.432
H -2.160 1.636 3.732 -0.007 0.379 0.198 0.469
H 0.503 -1.318 1.833 0.110 0.153 -0.560 0.161
C -0.327 6.142 -1.844 0.253 -0.190 0.334 -1.771
C -0.068 5.549 -0.455 -0.723 -0.065 0.453 1.795
C -1.272 4.552 -0.138 1.183 -0.104 0.724 -1.424
C -0.963 3.554 0.993 0.523 1.216 0.159 -0.285
C 0.310 2.817 0.646 -1.264 -0.148 -0.979 0.096
C 1.494 3.716 0.295 0.870 -0.135 1.992 1.866
N 1.186 4.791 -0.617 -1.779 -0.668 -0.400 0.465
O 2.260 5.627 -0.908 0.262 -0.130 -0.461 -0.478
C 2.025 4.303 1.659 0.596 -0.724 -0.385 -1.539
C 2.498 2.754 -0.321 0.917 -0.282 -0.168 -1.600
C -0.052 6.692 0.631 0.837 0.156 -0.216 -1.748
H -1.290 6.653 -1.878 -0.008 -0.031 -0.147 0.405
H -0.263 5.295 -2.527 -0.361 0.168 -0.251 0.304
H 0.480 6.824 -2.111 -0.135 0.136 0.043 0.443
H -2.096 5.171 0.216 -0.257 -0.024 -0.638 0.625
H -1.508 3.918 -0.993 -0.217 0.518 -0.409 0.107
H -1.807 2.894 1.195 0.055 -0.082 -0.185 -0.146
H -0.810 4.142 1.898 -0.047 -0.025 0.353 0.730
H 0.078 2.256 -0.259 -0.010 -0.241 -0.194 -1.346
H 0.539 2.048 1.383 0.504 0.258 0.167 0.361
H 1.253 4.589 2.374 -0.091 0.275 -0.362 0.353
H 2.641 3.576 2.188 0.012 -0.258 -0.099 0.423
H 2.711 5.124 1.453 -0.085 0.254 0.373 0.268
H 2.634 1.916 0.362 0.057 -0.066 0.103 0.329
H 2.191 2.328 -1.277 -0.514 0.262 0.062 -0.083
H 3.489 3.149 -0.544 0.010 0.418 0.237 0.452
H -0.955 6.739 1.238 -0.034 -0.009 -0.165 0.272
H 0.153 7.669 0.193 -0.656 0.094 -0.516 0.477
H 0.796 6.706 1.316 0.028 -0.884 0.251 0.327
H 2.693 5.865 -0.084 0.029 0.255 0.456 0.364

---

Record 4
14
Properties=species:S:1:pos:R:3:forces:R:3:nbo_charge:R:1 method="wB97M-V/def2-TZVPD" de_lowest_kcal_mol=12.92 spin_multiplicity=1 homo_energy_ev=-4.82 total_charge=-1
O 2.539 0.290 1.246 -0.667 0.323 0.110 -0.998
H 2.331 1.233 1.252 0.396 0.005 0.075 0.449
O -1.816 0.264 2.114 0.105 0.345 0.145 -0.994
H -1.113 0.301 1.423 -0.135 -0.446 -0.256 0.522
H -1.493 -0.392 2.734 0.095 -0.074 -0.021 0.446
O 0.012 -0.106 0.002 0.306 0.230 -0.221 -1.327
H 0.186 -0.961 -0.404 -0.138 -0.244 0.193 0.421
H 1.631 -0.015 0.982 0.057 -0.275 -0.349 0.515
O 2.067 -0.203 -2.290 -0.016 -0.028 -0.075 -0.980
H 1.514 0.027 -1.517 -0.190 -0.022 0.177 0.512
H 2.333 0.641 -2.660 -0.005 0.076 0.047 0.450
O -2.862 -0.336 -0.986 0.578 0.074 -0.637 -0.967
H -2.884 0.105 -1.840 -0.456 0.055 -0.132 0.440
H -1.887 -0.335 -0.866 0.070 -0.019 0.945 0.509

---

Record 5
60
Properties=species:S:1:pos:R:3:forces:R:3:nbo_charge:R:1 method="wB97M-V/def2-TZVPD" de_lowest_kcal_mol=201.30 spin_multiplicity=2 homo_energy_ev="-2.57 / -2.65" total_charge=-1
Yb 0.141 -0.009 0.255 -2.669 0.072 1.767 1.618
Cl -0.653 0.027 3.005 -2.421 -0.037 0.051 -0.546
N 0.003 2.132 0.422 0.084 3.578 -1.360 -0.674
N -0.061 -2.141 0.446 0.041 -3.664 -1.350 -0.671
C -0.452 2.897 -0.550 1.769 -1.027 1.935 0.670
C -0.505 -2.907 -0.531 1.733 1.028 1.970 0.669
C 0.960 2.985 1.261 -0.194 -1.160 -0.726 0.118
C 1.289 4.090 0.253 -0.884 -0.588 0.216 -0.090
C 2.234 2.232 1.680 -0.382 2.915 -0.937 -0.638
C 0.118 3.412 2.456 0.526 0.144 -0.468 -0.633
H 2.719 1.737 0.823 0.101 0.376 0.476 0.193
H 2.023 1.546 2.443 0.000 0.590 0.000 0.291
H 2.861 2.914 2.231 0.819 0.878 -0.440 0.213
H -0.727 3.973 2.068 -0.237 0.239 0.215 0.197
H 0.762 4.041 3.060 -0.129 0.240 0.483 0.201
H -0.242 2.542 3.013 0.168 0.153 -0.111 0.284
C 0.854 -3.007 1.319 -0.121 1.104 -0.758 0.118
C 1.178 -4.136 0.336 -0.863 0.639 0.210 -0.090
C -0.022 -3.393 2.502 0.509 -0.179 -0.446 -0.633
C 2.141 -2.285 1.752 -0.487 -2.820 -0.802 -0.637
H 2.650 -1.810 0.895 0.040 -0.366 0.563 0.195
H 2.747 -2.982 2.306 0.791 -0.943 -0.419 0.213
H 1.938 -1.598 2.521 -0.027 -0.632 -0.096 0.290
H -0.875 -3.936 2.105 -0.242 -0.226 0.215 0.196
H -0.369 -2.506 3.040 0.163 -0.156 -0.109 0.284
H 0.592 -4.031 3.128 -0.147 -0.220 0.471 0.201
O 0.074 -4.129 -0.626 -0.362 0.268 0.221 -0.492
H 1.204 -5.082 0.863 0.132 -0.345 -0.317 0.201
H 2.080 -3.894 -0.224 0.106 -0.296 0.043 0.185
O 0.156 4.102 -0.679 -0.305 -0.235 0.279 -0.492
H 2.168 3.810 -0.329 0.100 0.300 0.035 0.185
H 1.360 5.042 0.765 0.127 0.326 -0.345 0.201
C -1.553 2.531 -1.455 -0.099 0.323 -1.022 -0.514
C -1.569 -2.532 -1.478 -0.131 -0.297 -0.956 -0.512
C -1.409 -1.245 -2.281 -0.688 1.964 0.012 -0.108
H -2.498 -2.455 -0.892 0.092 0.041 -0.030 0.264
H -1.644 -3.351 -2.189 -0.233 -0.231 0.181 0.228
C -1.370 0.001 -1.544 3.081 -0.004 -0.702 -0.378
C -1.406 1.252 -2.273 -0.689 -1.974 0.024 -0.131
H -2.140 0.016 0.323 0.400 0.003 0.110 -0.339
C -1.607 1.233 -3.672 -0.197 0.284 1.764 0.082
C -1.694 0.011 -4.325 -0.035 -0.008 -0.923 -0.306
C -1.830 2.515 -4.400 0.171 -0.195 -0.233 -0.652
C -1.610 -1.215 -3.680 -0.197 -0.307 1.767 0.001
H -1.874 0.015 -5.413 0.083 0.000 0.483 0.183
C -1.838 -2.491 -4.418 0.181 0.209 -0.218 -0.635
H -1.907 -2.240 -5.462 -0.051 -0.258 -0.609 0.207
H -2.765 -2.975 -4.109 -0.007 -0.072 -0.004 0.211
H -1.006 -3.173 -4.262 -0.006 -0.230 -0.114 0.209
H -2.758 2.996 -4.092 -0.004 0.072 -0.002 0.210
H -1.895 2.271 -5.447 -0.046 0.266 -0.597 0.206
H -0.998 3.195 -4.236 -0.001 0.231 -0.110 0.209
H -1.660 3.356 -2.157 -0.222 0.209 0.202 0.227
H -2.456 2.441 -0.835 0.058 -0.065 -0.008 0.267
B 1.911 0.042 4.824 -0.729 0.275 2.369 -0.561
C 1.542 0.002 3.283 1.551 0.112 -1.374 0.316
N 1.788 -0.014 2.113 -0.250 -0.031 2.030 -0.808
H 0.900 0.426 5.476 0.604 -0.228 -0.575 0.009
H 2.820 0.818 5.233 -0.269 -0.318 -1.059 -0.011
H 2.180 -1.065 5.360 -0.106 0.272 -0.873 -0.004

---

Maximum force: 0.42 5.83 3.01 0.95 3.91 (eV/A)